The following is a DFT calculation (ωB97M-V/def2-TZVPD) of 2 unconnected molecules or ions with the total composition C3H12NOS.

Total charge   +1
LUMO level   -3.615 eV
ΔE to the lowest compared entry with this formula, charge and spin   69.2 kJ/mol
Kohn-Sham gap   0.316 hartree
HOMO energy   -12.22 eV

Cartesian coordinates (Å):
C  1.38  -0.44  0.02
C  0.03  -0.83  0.56
C  -0.68  0.24  1.44
S  -1.58  -0.53  2.83
N  1.27  -0.07  -1.44
H  2.08  -1.28  0.02
H  1.92  0.37  0.51
H  -0.66  -1.17  -0.21
H  0.13  -1.68  1.24
H  0.09  0.84  1.92
H  -1.42  0.83  0.91
H  -0.72  -0.17  3.79
H  0.54  0.64  -1.55
H  0.91  -0.89  -1.95
H  2.14  0.30  -1.84
H  -1.32  1.85  -1.87
H  -2.51  1.04  -2.39
O  -1.62  0.94  -2.00

Computed Löwdin charges, given in elementary charges:
1 C -0.14
2 C -0.25
3 C -0.55
4 S 0.74
5 N 0.19
6 H 0.13
7 H 0.13
8 H 0.11
9 H 0.10
10 H 0.06
11 H 0.05
12 H -0.13
13 H 0.13
14 H 0.17
15 H 0.18
16 H 0.05
17 H 0.07
18 O -0.06